{"formula": "C5H4N2", "method": "wB97M-V/def2-TZVPD", "species": ["N", "N", "C", "C", "C", "C", "C", "H", "H", "H", "H"], "positions_angstrom": [[0.807, -1.184, -1.477], [0.562, -1.117, -0.170], [-0.399, 0.306, 1.559], [-0.048, 0.040, 0.205], [0.344, -0.039, -1.963], [-0.206, 0.775, -0.955], [-0.688, 0.508, 2.711], [-0.952, 0.682, 3.731], [-0.654, 1.754, -1.046], [0.816, -1.888, 0.427], [0.418, 0.163, -3.022]], "atomic_forces_ev_per_a": [[-0.1, 0.2, 0.0], [0.0, 0.0, 0.2], [-0.1, 0.0, 0.4], [0.0, 0.0, -0.1], [0.0, 0.0, -0.1], [0.0, 0.0, 0.1], [0.1, -0.1, -0.4], [0.1, 0.0, -0.2], [0.1, -0.2, 0.0], [0.0, 0.1, -0.1], [0.0, 0.0, 0.1]], "total_energy_ev": -8227.6786, "smiles": "C#Cc1ccn[nH]1", "de_lowest_ev": 1.8148, "gap_ev": 10.07}

{"formula": "C5H4N2", "method": "wB97M-V/def2-TZVPD", "species": ["N", "N", "C", "C", "C", "C", "C", "H", "H", "H", "H"], "positions_angstrom": [[-1.144, 0.022, 0.201], [0.716, -0.236, -1.028], [1.086, 0.883, 2.473], [0.802, 0.661, 1.316], [-1.429, -0.557, -0.956], [0.191, 0.150, 0.175], [-0.283, -0.776, -1.755], [-2.549, -0.588, -1.192], [0.130, -1.130, -2.667], [1.522, 1.042, 3.443], [1.683, 0.003, -1.308]], "atomic_forces_ev_per_a": [[1.9, -0.2, 0.2], [1.4, 0.9, 2.3], [0.6, 0.0, -0.9], [1.1, 0.2, 2.2], [-2.3, -0.6, -2.7], [-1.5, 0.7, -0.5], [-0.7, 0.9, 0.6], [2.0, -0.7, -0.1], [-1.2, -0.6, -1.0], [-0.4, 0.1, -0.3], [-1.1, -0.7, 0.2]], "total_energy_ev": -8227.2538, "smiles": "C#Cc1ncc[nH]1", "de_lowest_ev": 2.2396, "gap_ev": 9.05}

{"formula": "C5H4N2", "method": "wB97M-V/def2-TZVPD", "species": ["N", "N", "C", "C", "C", "C", "C", "H", "H", "H", "H"], "positions_angstrom": [[-0.210, 0.533, 1.393], [-1.510, 0.705, 1.308], [1.565, -0.462, -0.097], [0.246, 0.079, 0.084], [2.668, -0.913, -0.265], [-0.901, -0.087, -0.722], [-1.942, 0.298, 0.094], [-3.001, 0.337, -0.133], [0.369, 1.270, 0.479], [-0.931, -0.439, -1.744], [3.648, -1.320, -0.396]], "atomic_forces_ev_per_a": [[0.0, 0.0, 0.0], [0.1, -0.1, -0.1], [0.4, -0.1, -0.1], [-0.1, -0.3, -0.1], [-0.4, 0.2, 0.1], [0.1, 0.1, 0.1], [0.0, 0.0, 0.0], [0.2, 0.0, 0.0], [0.0, 0.2, -0.1], [0.0, 0.1, 0.2], [-0.2, 0.1, 0.0]], "total_energy_ev": -8225.1645, "de_lowest_ev": 4.3289, "gap_ev": 10.57}

{"formula": "C5H4N2", "method": "wB97M-V/def2-TZVPD", "species": ["N", "N", "C", "C", "C", "C", "C", "H", "H", "H", "H"], "positions_angstrom": [[-1.187, 2.119, 0.983], [-1.011, -1.285, 0.486], [-1.074, -0.106, -0.374], [1.354, -0.148, 0.047], [0.174, -0.925, -0.277], [-1.100, 1.166, 0.331], [2.202, 0.684, -0.159], [-1.645, -0.132, -1.295], [-1.006, -1.013, 1.464], [0.360, -1.653, -1.062], [2.892, 1.458, -0.407]], "atomic_forces_ev_per_a": [[0.1, -0.9, -0.7], [0.0, 0.0, 0.3], [-0.2, 0.1, -0.1], [0.4, 0.5, -0.2], [0.2, 0.1, -0.3], [-0.2, 0.7, 0.5], [-0.3, -0.4, 0.2], [-0.2, -0.2, 0.2], [0.2, 0.0, -0.1], [-0.1, 0.2, 0.0], [0.1, -0.2, 0.3]], "total_energy_ev": -8226.0458, "smiles": "C#C[C@H]1N[C@H]1C#N", "de_lowest_ev": 3.4476, "gap_ev": 10.75}

{"formula": "C5H4N2", "method": "wB97M-V/def2-TZVPD", "species": ["N", "N", "C", "C", "C", "C", "C", "H", "H", "H", "H"], "positions_angstrom": [[0.935, -0.908, 1.127], [0.186, 1.062, -0.988], [-0.329, -0.462, 1.704], [-1.045, 0.505, -0.439], [-1.122, 0.148, 0.841], [0.861, -0.210, -1.225], [1.103, -0.858, -0.080], [-1.776, 0.239, -1.198], [-0.376, -0.529, 2.782], [0.676, 1.628, -0.300], [0.888, -0.616, -2.225]], "atomic_forces_ev_per_a": [[0.1, 0.0, -0.7], [0.1, 0.1, 0.2], [-0.3, 0.2, 0.0], [-0.2, -0.1, 0.1], [0.3, -0.1, 0.0], [0.1, -0.2, 0.0], [-0.2, 0.1, 0.4], [0.0, 0.1, 0.2], [0.0, 0.0, -0.2], [-0.1, -0.1, -0.1], [0.1, 0.1, 0.1]], "total_energy_ev": -8224.5972, "de_lowest_ev": 4.8962, "gap_ev": [8.58, 8.58]}

{"formula": "C5H4N2", "method": "wB97M-V/def2-TZVPD", "species": ["N", "N", "C", "C", "C", "C", "C", "H", "H", "H", "H"], "positions_angstrom": [[-0.267, -1.432, 0.104], [1.029, 0.492, -0.277], [-1.411, 0.743, 0.380], [0.790, -2.042, -0.179], [2.038, -0.300, -0.480], [-0.220, -0.101, 0.099], [2.007, -1.618, -0.450], [-0.979, 1.571, 0.882], [-2.173, 0.116, 0.808], [1.084, 1.559, -0.308], [-1.898, 1.013, -0.579]], "atomic_forces_ev_per_a": [[1.6, -1.3, -0.4], [0.1, 1.6, 0.5], [1.0, -1.1, -1.6], [0.5, 3.3, 0.1], [-1.3, -5.0, 0.1], [-1.2, -0.1, -0.6], [-0.1, 2.4, -0.1], [-0.7, 1.2, 0.9], [-0.1, 0.0, 1.0], [-0.1, -1.4, 0.0], [0.5, 0.3, 0.1]], "total_energy_ev": -8202.0691, "smiles": "Cc1[n+]#cc#c[nH+]1", "de_lowest_ev": 0.9277, "gap_ev": [8.48, 8.50], "charge": 2}

{"formula": "C5H4N2O", "method": "wB97M-V/def2-TZVPD", "species": ["O", "N", "N", "C", "C", "C", "C", "C", "H", "H", "H", "H"], "positions_angstrom": [[-2.975, -0.771, 0.162], [1.680, -0.510, -0.065], [-1.389, 1.186, -0.203], [0.513, -1.340, -0.162], [1.281, 0.790, 0.165], [-0.546, -0.534, -0.439], [-0.073, 0.809, -0.185], [-1.956, -0.180, 0.016], [2.621, -0.838, 0.634], [-1.957, 2.085, -0.005], [0.781, -2.352, -0.129], [2.020, 1.655, 0.212]], "atomic_forces_ev_per_a": [[0.0, 1.2, 0.7], [2.9, -2.7, 3.2], [-6.5, 4.3, 2.2], [2.3, 1.2, -0.5], [-1.7, 3.2, -1.4], [2.4, -2.2, 2.4], [1.7, -1.8, -0.1], [2.5, 0.6, -3.5], [-3.9, 0.9, -3.0], [1.9, -1.8, -0.2], [-0.5, -1.4, 0.0], [-1.2, -1.5, 0.2]], "total_energy_ev": -10273.0116, "de_lowest_ev": 3.7508, "gap_ev": 8.60}

{"formula": "C5H4N2O", "method": "wB97M-V/def2-TZVPD", "species": ["O", "N", "N", "C", "C", "C", "C", "C", "H", "H", "H", "H"], "positions_angstrom": [[-0.558, -1.765, -0.813], [1.453, -1.134, 0.335], [0.809, 0.891, 0.941], [-1.266, 1.283, -0.305], [1.758, -0.021, 0.919], [-2.400, 1.499, -0.881], [0.200, -0.789, -0.242], [-0.228, 0.510, 0.068], [2.841, 0.181, 1.281], [0.921, 1.831, 1.012], [-3.390, 1.578, -1.755], [-0.125, -2.666, -0.326]], "atomic_forces_ev_per_a": [[2.3, -3.1, 2.2], [-2.6, 0.6, -1.6], [-1.3, -0.6, -1.4], [-8.3, 1.8, -4.0], [4.0, 0.2, 1.6], [2.0, -1.0, -0.6], [-0.5, -1.1, 0.6], [3.6, -3.2, 1.3], [-2.3, -0.3, -0.2], [1.0, 3.1, 0.9], [3.8, 0.1, 3.6], [-1.8, 3.5, -2.3]], "total_energy_ev": -10273.0364, "smiles": "C#Cc1[nH]cnc1O", "de_lowest_ev": 3.7259, "gap_ev": 8.66}